81
Properties=species:S:1:pos:R:3 method="wB97M-V/def2-TZVPD" charge=-2 lumo_ev=1.62 e_homo_ha=0.031
Br 16.8744 -16.1061 4.5958
Br 21.8806 -10.6232 0.5518
Br 16.0888 -19.2785 5.2238
Br 21.1253 -7.4160 0.1859
Br 17.5630 -18.4334 2.3683
Br 22.2609 -9.2509 -2.3180
Cl 10.7358 1.4791 4.0473
Cl 7.2163 -18.1755 -1.8218
Cl 14.8082 -4.8768 -5.0687
Cl 8.7118 -9.7177 -5.6330
Cl 9.2369 -16.5502 -0.5078
Cl 12.3150 -3.8342 -4.0079
Cl 6.7059 -2.4624 -6.6074
Cl 7.8944 1.1839 3.7592
Cl 5.5390 -2.1196 -3.9720
O 2.6300 -12.4300 -3.6698
O 1.9726 -9.5082 -4.1280
O -0.3398 -9.3621 4.1594
O 1.4184 -9.6131 5.6845
N 9.0675 -8.6676 1.4516
C -1.5068 -10.0652 3.7971
C 7.6991 -16.5370 -1.4253
C 16.2969 -17.8987 3.8287
C 8.1989 -6.6956 2.6972
C 1.7673 -11.7129 -2.7972
C 8.5457 -10.1094 1.4473
C 13.0526 -5.1758 -4.8253
C -0.5651 -11.0812 5.6900
C 8.3154 -7.6729 0.5219
C 11.5037 -9.6191 1.6230
C 0.3250 -9.9367 5.2244
C 6.0620 -3.3598 -5.1832
C 22.2832 -8.9021 -0.3668
C 13.3707 -9.7253 -0.0897
C 10.4732 -8.7254 0.9003
C 13.0035 -9.2512 1.3164
C 9.0757 -7.9614 2.8274
C -1.4485 -11.3912 4.4829
C 1.1807 -10.3310 -3.2982
C 9.1568 1.8313 4.7471
C 8.3480 -6.3043 1.1995
H 6.9550 -16.0403 -0.8024
H 7.4629 -9.9970 1.5017
H 8.9798 2.8966 4.8950
H 12.7374 -9.1453 -0.7609
H 12.4988 -5.3367 -5.7503
H 7.3192 -8.0829 0.3561
H 15.3128 -17.6887 3.4097
H 8.6115 -10.5181 0.4390
H 12.9469 -6.0531 -4.1870
H 5.2447 -4.0293 -5.4513
H 23.2843 -8.6560 -0.0128
H -2.4194 -9.5466 4.0910
H -2.4696 -11.6549 4.7583
H -0.9091 -12.1181 3.8756
H 10.3262 -9.1340 -0.0995
H 13.6789 -9.7094 2.0388
H 13.2071 -8.1844 1.4083
H 11.2857 -9.4880 2.6829
H 8.8148 -10.7331 2.2999
H -1.2329 -10.7007 6.4629
H 7.8363 -15.9555 -2.3369
H 9.0523 1.3322 5.7105
H 13.2063 -10.7757 -0.3298
H -1.4017 -10.1162 2.7134
H 0.9162 -9.7303 -2.4280
H 7.1299 -6.8854 2.7942
H 1.0275 -12.4180 -2.4181
H 9.2937 -5.7662 1.1355
H 0.1997 -10.4159 -3.7657
H 2.3441 -11.5960 -1.8797
H 8.7987 -8.5982 3.6676
H 10.8170 -7.6910 0.9028
H 10.0913 -7.6412 3.0600
H -0.0971 -11.9463 6.1596
H 8.4851 -5.8660 3.3436
H 7.5658 -5.5921 0.9370
H 6.8262 -4.0436 -4.8139
H 14.3729 -9.3370 -0.2710
H 8.7727 -7.5887 -0.4640
H 11.3025 -10.6648 1.3904

=====

72
Properties=species:S:1:pos:R:3 method="wB97M-V/def2-TZVPD" charge=-1 lumo_ev="2.77 / 2.76" e_homo_ha="-0.140 / -0.141" spin_multiplicity=5 s2=6.01 e_above_lowest_ev=0.000
Fe 1.1715 -1.6870 1.4832
Cl 2.8412 -0.2975 1.8865
Cl 0.9578 -1.2793 -0.6666
Cl 0.8005 -3.7562 2.0735
Si 2.2228 -2.9176 -1.7028
O 0.0061 -0.8839 3.7441
O 0.7645 -0.7787 -3.4279
O -1.8471 -1.9620 0.3176
O -0.1764 0.8262 0.7775
N 1.6287 -2.2192 4.6943
N -2.8083 -1.8548 -1.7645
C 0.7100 2.7039 -2.4641
C 1.1311 -1.0394 4.2385
C 0.6333 0.7058 -5.2328
C -1.3711 1.5120 -2.7735
C 0.0230 3.7648 -1.8723
C 1.2164 -4.4660 -1.3794
C -2.0578 2.5482 -2.1175
C 1.7251 0.0909 -6.0429
C -0.4349 1.3311 -5.7404
C 0.0140 1.5685 -2.8974
C -0.6168 1.5988 -7.1910
C 3.0152 -2.3355 5.1091
C 3.4933 -3.1786 -0.3294
C 2.9601 -2.6415 -3.3874
C -1.3695 3.6900 -1.6825
C 0.7083 -3.2154 5.2109
C -1.9165 -2.8422 -2.3389
C 0.8206 0.5173 -3.7271
C -0.9144 1.7077 1.6229
C -3.7114 -1.1908 -2.6827
C -2.6704 -1.4777 -0.4599
H 3.6547 -1.8173 4.3833
H 1.8429 -0.1921 4.3347
H -2.4483 -3.3802 -3.1287
H 3.2555 -4.0235 0.3359
H 1.1637 -4.2033 5.1271
H 3.7564 -3.3738 -3.6022
H 0.4975 -3.0409 6.2727
H 3.4071 -1.6406 -3.4598
H -4.6270 -1.7766 -2.8421
H 1.5402 0.2441 -7.1109
H 3.1678 -1.8959 6.1078
H 0.5752 4.6494 -1.5441
H -1.9211 4.5100 -1.2123
H -3.3964 -0.6830 -0.1653
H 3.2910 -3.3954 5.1547
H 1.7791 -0.9891 -5.8466
H -0.7621 0.6729 -7.7630
H -0.2129 -3.1971 4.6301
H 2.7002 0.5356 -5.7844
H 4.4881 -3.3600 -0.7542
H -3.2101 -1.0670 -3.6517
H -3.9935 -0.2186 -2.2730
H -1.2193 1.6831 -5.0791
H -1.6024 -3.5470 -1.5710
H -0.4039 1.9086 2.5801
H 1.8520 0.9302 -3.5840
H 2.2054 -2.7263 -4.1812
H -3.1342 2.4446 -1.9461
H -1.9221 0.6954 -3.2680
H 0.2390 2.1392 -7.6198
H 0.2021 -4.2635 -1.0232
H -1.5217 2.1997 -7.3111
H -1.1254 2.6550 1.0977
H 3.5794 -2.3123 0.3403
H 1.6855 -5.0516 -0.5703
H 1.7858 2.7634 -2.6708
H 1.1763 -5.1041 -2.2751
H 0.7366 1.1710 0.7204
H -1.8754 1.2278 1.8532
H -1.0265 -2.3544 -2.7720

=====

Number 1: largest force on an atom 3.88 eV Å⁻¹, energy -565052.278 eV. Number 2: largest force on an atom 2.94 eV Å⁻¹, energy -113431.953 eV.